Record 1
Here is a molecular structure, C39H28BrN4O6Ti from the Open Molecules 2025 dataset. Energies are from ωB97M-V with the def2-TZVPD basis set.

Last column: Löwdin charge in e.
Positions of all 79 atoms, in Å:
Ti 0.004 0.309 -0.440  1.122
C 2.385 -2.900 1.586  -0.070
O 3.146 -1.825 2.143  -0.097
C 2.427 -0.871 2.811  -0.221
C 2.820 -0.511 4.083  -0.003
C 2.135 0.471 4.801  -0.101
C 1.027 1.064 4.236  -0.055
C 0.617 0.733 2.939  -0.121
C -0.612 1.312 2.434  -0.043
N -1.000 1.260 1.218  -0.082
N -2.277 1.771 0.980  0.110
C -2.592 1.483 -0.246  -0.433
O -1.805 0.874 -1.067  -0.122
C -3.932 1.880 -0.754  -0.133
C -4.734 2.772 -0.047  -0.033
C -5.985 3.113 -0.533  -0.094
C -6.447 2.562 -1.723  -0.106
C -5.647 1.676 -2.429  -0.087
C -4.390 1.338 -1.949  -0.015
C 1.339 -0.213 2.188  -0.246
O 1.032 -0.520 0.955  -0.230
H 3.046 -3.766 1.573  0.088
H 2.052 -2.662 0.578  0.040
H 1.513 -3.117 2.208  0.102
H 3.676 -1.022 4.506  0.115
H 2.460 0.742 5.796  0.091
H 0.456 1.800 4.790  0.105
H -1.278 1.800 3.144  0.135
H -4.365 3.184 0.881  0.104
H -6.604 3.810 0.018  0.095
H -7.428 2.825 -2.098  0.093
H -6.001 1.246 -3.358  0.098
H -3.748 0.656 -2.489  0.117
O -1.217 -5.217 -0.744  0.037
C -1.775 -4.840 0.420  -0.279
C -2.305 -5.844 1.232  -0.031
C -2.890 -5.529 2.442  -0.105
C -2.964 -4.208 2.871  -0.104
C -2.438 -3.213 2.068  -0.025
C -1.840 -3.500 0.843  -0.065
C -1.275 -2.365 0.053  -0.434
O -1.343 -1.200 0.528  -0.074
N -0.688 -2.667 -1.087  0.050
N -0.179 -1.513 -1.689  -0.039
C 0.062 -1.665 -2.942  -0.076
C 0.570 -0.661 -3.837  -0.172
C 0.863 -1.016 -5.161  -0.056
C 1.311 -0.082 -6.067  -0.114
C 1.451 1.248 -5.649  -0.096
C 1.160 1.626 -4.360  -0.001
C 0.722 0.674 -3.415  -0.357
O 0.471 1.043 -2.198  -0.200
H -0.908 -4.383 -1.194  0.065
H -2.242 -6.866 0.883  0.109
H -3.292 -6.323 3.060  0.094
H -3.422 -3.961 3.819  0.091
H -2.469 -2.173 2.367  0.115
H -0.159 -2.648 -3.361  0.133
H 0.730 -2.049 -5.462  0.107
H 1.545 -0.368 -7.084  0.089
H 1.796 1.996 -6.354  0.096
H 1.266 2.651 -4.028  0.116
Br 3.023 -0.700 -1.320  0.961
C 3.701 0.705 -0.237  -0.541
C 5.031 0.616 0.052  -0.146
C 5.688 1.673 0.712  -0.091
C 4.994 2.809 0.994  -0.053
C 3.612 2.917 0.693  -0.168
C 2.955 4.146 0.949  -0.061
C 1.630 4.273 0.669  -0.082
C 0.900 3.149 0.222  -0.112
C 1.461 1.917 -0.006  -0.120
C 2.889 1.825 0.134  -0.173
H 5.581 -0.263 -0.252  0.090
H 6.740 1.588 0.952  0.096
H 5.485 3.658 1.456  0.103
H 3.530 4.968 1.359  0.101
H 1.116 5.213 0.835  0.096
H -0.171 3.286 0.103  0.093

Results
E_HOMO = -5.02 eV
ΔE to the lowest compared entry with this formula, charge and spin = 5.9 kcal per mole
DFT total energy = -5597.15540 Ha
M = 776.45 g mol⁻¹
Total charge = -1
LUMO level = 2.222 eV
Frontier orbital gap = 7.24 eV

---

Record 2
Here is a molecular structure, C39H28Cl2CuN2OP2Te from the Open Molecules 2025 dataset. Energies are from ωB97M-V with the def2-TZVPD basis set.

Last column: Löwdin charge in e.
Positions of all 76 atoms, in Å:
Cu -0.570 -0.703 -1.903  0.125
Te -2.428 2.132 1.611  1.226
C -1.321 2.342 3.434  -0.545
C -1.728 1.734 4.615  -0.141
C -0.938 1.858 5.751  -0.169
N 0.209 2.532 5.789  0.042
C 0.591 3.120 4.655  -0.164
C -0.130 3.061 3.473  -0.150
C -1.146 0.930 0.551  -1.023
P -0.296 1.384 -0.930  0.832
C 1.484 1.684 -0.564  -0.364
C 1.964 1.887 0.726  -0.100
C 3.322 2.055 0.961  -0.086
C 4.220 2.020 -0.098  -0.104
C 3.754 1.807 -1.389  -0.096
C 2.396 1.634 -1.617  -0.112
C -0.835 3.063 -1.426  -0.378
C -0.155 4.233 -1.102  -0.089
C -0.666 5.470 -1.471  -0.094
C -1.862 5.551 -2.169  -0.104
C -2.545 4.388 -2.503  -0.093
C -2.031 3.155 -2.138  -0.113
P -1.329 -0.817 0.297  0.843
C -2.845 -1.419 1.130  -0.373
C -3.906 -1.861 0.347  -0.095
C -5.086 -2.301 0.935  -0.095
C -5.211 -2.302 2.316  -0.103
C -4.156 -1.865 3.108  -0.093
C -2.981 -1.427 2.518  -0.113
C -0.064 -1.662 1.341  -0.353
C 0.609 -1.008 2.369  -0.098
C 1.598 -1.659 3.095  -0.087
C 1.927 -2.974 2.797  -0.106
C 1.262 -3.636 1.772  -0.099
C 0.277 -2.981 1.048  -0.110
H -2.642 1.154 4.652  0.083
H -1.242 1.383 6.679  0.096
H 1.525 3.673 4.696  0.098
H 0.231 3.573 2.589  0.085
H 1.260 1.885 1.549  0.063
H 3.680 2.204 1.973  0.098
H 5.281 2.143 0.084  0.093
H 4.451 1.761 -2.217  0.098
H 2.034 1.437 -2.621  0.105
H 0.779 4.176 -0.556  0.098
H -0.131 6.374 -1.208  0.096
H -2.260 6.517 -2.455  0.094
H -3.475 4.445 -3.055  0.098
H -2.555 2.243 -2.404  0.104
H -3.800 -1.859 -0.733  0.099
H -5.903 -2.645 0.314  0.096
H -6.129 -2.647 2.778  0.094
H -4.251 -1.868 4.187  0.097
H -2.156 -1.094 3.138  0.095
H 0.354 0.026 2.584  0.078
H 2.116 -1.136 3.890  0.099
H 2.704 -3.481 3.357  0.093
H 1.522 -4.659 1.528  0.097
H -0.222 -3.488 0.228  0.104
Cl -1.740 -2.811 -6.353  0.649
C -0.268 -2.946 -5.434  -0.595
C 0.766 -3.733 -5.943  -0.151
C 1.947 -3.880 -5.266  -0.629
Cl 3.212 -4.877 -5.947  0.629
C 2.144 -3.233 -4.027  -0.184
C 3.318 -3.318 -3.244  -0.033
C 3.393 -2.649 -2.055  -0.047
C 2.295 -1.884 -1.626  -0.121
N 1.196 -1.788 -2.336  0.072
C 1.091 -2.438 -3.519  -0.126
C -0.180 -2.257 -4.214  -0.415
O -1.099 -1.533 -3.722  -0.123
H 0.623 -4.232 -6.892  0.097
H 4.147 -3.915 -3.600  0.084
H 4.281 -2.701 -1.438  0.101
H 2.322 -1.345 -0.685  0.112

Results
E_HOMO = -4.40 eV
ΔE to the lowest compared entry with this formula, charge and spin = 0.0 kcal per mole
DFT total energy = -5199.43107 Ha
M = 864.67 g mol⁻¹
Total charge = -1
LUMO level = 2.294 eV
Frontier orbital gap = 6.70 eV

---

Record 3
Here is a molecular structure, C39H30BF4O25 in a non-equilibrium geometry from the Open Molecules 2025 dataset. Energies are from ωB97M-V with the def2-TZVPD basis set.

Last column: Löwdin charge in e.
Positions of all 99 atoms, in Å:
B 10.330 -42.356 18.391  -1.375
F 11.288 -43.273 18.579  0.199
F 10.184 -41.437 19.425  0.134
F 10.711 -41.619 17.212  0.093
F 9.193 -43.018 18.253  0.220
C 5.922 -38.874 20.649  0.093
C 4.524 -39.219 21.182  -0.092
C 4.131 -40.626 21.569  -0.421
O 3.088 -40.894 22.107  0.098
C 5.185 -41.555 21.306  0.105
C 6.643 -41.137 20.877  -0.069
C 6.934 -39.804 20.493  -0.404
O 8.074 -39.545 20.014  0.096
O 7.630 -42.117 20.655  0.053
O 3.603 -38.251 21.460  0.091
H 6.014 -37.864 20.266  0.120
H 4.995 -42.595 21.435  0.094
H 8.543 -41.772 20.434  0.107
H 2.903 -38.745 21.901  0.099
C 9.097 -37.075 13.941  0.108
C 8.153 -36.840 15.056  -0.135
C 8.435 -37.588 16.251  -0.438
O 7.888 -37.177 17.244  0.140
C 9.436 -38.550 16.279  0.078
C 10.294 -38.863 15.191  -0.125
C 10.168 -38.093 13.911  -0.274
O 10.997 -38.233 12.916  0.043
O 11.169 -39.956 15.027  0.095
O 7.132 -35.908 15.181  0.089
H 9.023 -36.569 13.059  0.075
H 9.559 -39.197 17.185  0.143
H 10.905 -40.581 15.643  0.022
H 6.449 -36.191 15.763  0.094
C 6.310 -39.882 14.078  0.078
C 7.393 -40.415 13.120  -0.101
C 8.269 -41.600 13.600  -0.439
O 9.019 -42.088 12.877  0.169
C 8.302 -41.933 14.978  0.087
C 7.326 -41.283 15.912  -0.039
C 6.388 -40.225 15.437  -0.374
O 5.710 -39.543 16.274  0.052
O 7.149 -41.724 17.283  0.117
O 7.374 -40.101 11.812  0.106
H 5.664 -39.100 13.748  0.106
H 8.891 -42.703 15.532  0.138
H 7.644 -42.375 17.539  -0.034
H 8.010 -40.760 11.499  0.111
C 11.997 -36.653 19.489  0.098
C 11.721 -38.052 19.988  -0.159
C 11.198 -38.291 21.288  -0.412
O 10.944 -39.377 21.697  0.137
C 11.226 -37.061 22.186  0.093
C 11.512 -35.654 21.735  -0.158
C 12.081 -35.509 20.359  -0.479
O 12.394 -34.442 20.010  0.142
O 11.067 -34.622 22.526  0.020
O 11.625 -39.073 19.038  0.015
H 12.431 -36.401 18.241  0.219
H 10.663 -37.222 23.171  0.123
H 10.718 -34.873 23.490  0.186
H 11.161 -39.828 19.650  0.150
C 15.383 -40.777 14.617  0.097
C 15.311 -39.449 15.480  -0.168
C 14.577 -39.452 16.749  -0.362
O 14.638 -38.489 17.484  0.100
C 13.886 -40.706 17.117  0.102
C 13.850 -41.908 16.257  -0.094
C 14.675 -41.874 15.040  -0.410
O 14.735 -42.902 14.307  0.063
O 13.144 -43.123 16.540  0.037
O 15.973 -38.401 15.143  0.121
H 15.802 -40.732 13.629  0.108
H 13.392 -40.660 17.984  0.052
H 12.628 -43.094 17.435  0.119
H 15.552 -37.605 15.557  0.154
C 10.123 -48.781 19.095  0.108
C 10.345 -47.280 19.564  -0.063
C 9.861 -46.957 20.890  -0.348
O 10.100 -45.803 21.401  0.053
C 9.026 -47.865 21.621  0.084
C 8.918 -49.339 21.193  -0.142
C 9.524 -49.754 19.907  -0.406
O 9.513 -50.929 19.528  0.096
O 8.183 -50.153 21.948  0.100
O 11.042 -46.412 18.771  0.212
H 10.532 -48.878 18.110  0.107
H 8.546 -47.585 22.538  0.101
H 8.123 -49.781 22.853  0.138
H 11.096 -45.664 19.065  -0.058
C 8.696 -43.103 23.828  -0.026
C 9.922 -42.341 23.897  -0.538
O 10.180 -41.561 24.788  0.047
C 11.086 -42.601 22.954  -0.012
H 9.048 -44.187 23.628  0.114
H 8.093 -42.599 23.036  0.081
H 7.994 -43.069 24.700  0.098
H 11.558 -43.523 23.404  0.113
H 11.883 -41.932 22.889  0.051
H 10.677 -42.588 21.964  0.061

Results
E_HOMO = -6.60 eV
ΔE to the lowest compared entry with this formula, charge and spin = 24.0 kcal per mole
DFT total energy = -3809.13309 Ha
M = 985.45 g mol⁻¹
Total charge = -1
LUMO level = -0.785 eV
Frontier orbital gap = 5.81 eV